Entry 1:
{"formula": "C19H42AuN3OSbSi4", "method": "ωB97M-V/def2-TZVPD", "gap_ev": [8.16, 6.76], "charge": 1, "multiplicity": 3, "homo_ha": [-0.38684, -0.42431], "s2": 2.015, "e_lumo_ev": [-2.36, -4.79], "symbols": ["Au", "C", "C", "C", "C", "C", "C", "N", "N", "Si", "C", "C", "C", "H", "H", "H", "H", "H", "H", "H", "H", "H", "H", "H", "H", "H", "H", "H", "O", "C", "N", "C", "Si", "C", "C", "Sb", "Si", "C", "C", "C", "Si", "C", "C", "C", "H", "H", "H", "H", "H", "H", "H", "H", "H", "H", "H", "H", "H", "H", "H", "H", "H", "H", "H", "H", "H", "H", "H", "H", "H", "H", "H"], "positions_angstrom": [[1.681, -0.644, 0.627], [0.652, -1.381, 3.852], [0.545, 0.064, 3.474], [0.129, 1.039, 4.360], [0.102, 2.370, 3.945], [0.501, 2.719, 2.672], [0.904, 1.693, 1.813], [0.882, 0.409, 2.220], [1.315, 1.824, 0.511], [2.889, 2.602, 0.129], [2.578, 4.439, 0.288], [3.296, 2.170, -1.630], [4.177, 1.979, 1.323], [1.564, -1.545, 4.429], [0.694, -2.013, 2.963], [-0.188, -1.686, 4.473], [-0.166, 0.761, 5.361], [-0.223, 3.140, 4.633], [0.496, 3.743, 2.334], [1.856, 4.779, -0.455], [3.514, 4.973, 0.107], [2.231, 4.727, 1.280], [2.561, 2.567, -2.333], [3.369, 1.091, -1.773], [4.269, 2.594, -1.889], [3.900, 2.175, 2.361], [5.144, 2.452, 1.142], [4.315, 0.901, 1.204], [4.505, -1.756, -2.139], [3.538, -1.682, -1.476], [2.520, -1.669, -0.841], [-4.510, -0.535, -0.181], [-2.979, -0.077, 0.785], [-2.849, -1.009, 2.394], [-2.798, 1.763, 1.015], [-1.014, -0.859, -0.693], [-0.804, -3.436, -0.896], [0.033, -4.037, 0.659], [-2.561, -4.066, -1.011], [0.187, -3.787, -2.427], [-0.651, 0.432, -2.923], [0.923, -0.200, -3.676], [-2.151, -0.019, -3.947], [-0.623, 2.252, -2.532], [-5.408, -0.234, 0.365], [-4.568, -1.611, -0.349], [-4.530, -0.034, -1.151], [-3.681, -0.736, 3.047], [-1.923, -0.758, 2.912], [-2.881, -2.089, 2.244], [-3.585, 2.130, 1.679], [-2.887, 2.294, 0.066], [-1.835, 2.017, 1.463], [-0.476, -3.694, 1.562], [1.076, -3.715, 0.689], [0.018, -5.130, 0.666], [-3.115, -3.882, -0.089], [-2.556, -5.146, -1.181], [-3.102, -3.602, -1.837], [1.144, -3.270, -2.374], [-0.341, -3.504, -3.339], [0.379, -4.862, -2.473], [0.804, -1.219, -4.048], [1.742, -0.200, -2.959], [1.199, 0.437, -4.520], [-2.241, -1.101, -4.061], [-2.068, 0.414, -4.947], [-3.074, 0.356, -3.502], [0.143, 2.478, -1.787], [-1.587, 2.601, -2.159], [-0.402, 2.802, -3.450]]}

=====

Entry 2:
{"formula": "C19H42B2NO25", "method": "ωB97M-V/def2-TZVPD", "gap_ev": 8.20, "charge": -1, "multiplicity": 1, "homo_ha": -0.25810, "e_lumo_ev": 1.18, "symbols": ["C", "C", "C", "C", "N", "C", "C", "C", "C", "C", "C", "C", "H", "H", "H", "H", "H", "H", "H", "H", "H", "H", "H", "H", "H", "H", "H", "H", "H", "H", "H", "H", "H", "H", "H", "H", "O", "C", "O", "B", "O", "C", "O", "O", "C", "O", "C", "O", "O", "O", "C", "O", "B", "O", "C", "O", "O", "C", "O", "C", "O", "O", "O", "H", "H", "O", "H", "H", "O", "H", "H", "O", "H", "H", "O", "H", "H", "O", "H", "H", "O", "H", "H", "O", "H", "H", "O", "H", "H"], "positions_angstrom": [[4.544, 2.954, 3.307], [3.804, 2.719, 1.990], [4.184, 1.440, 1.211], [3.647, 1.456, -0.177], [3.562, 0.158, -0.835], [3.062, 0.300, -2.186], [1.508, 0.096, -2.242], [1.239, -0.420, -0.883], [2.514, -0.682, -0.111], [4.898, -0.513, -0.956], [6.041, 0.223, -1.774], [7.400, -0.383, -1.770], [4.060, 3.864, 3.802], [5.679, 3.123, 3.350], [4.384, 2.338, 4.246], [3.997, 3.624, 1.371], [2.728, 2.594, 2.286], [4.057, 0.555, 1.789], [5.360, 1.477, 1.413], [4.390, 2.081, -0.853], [2.672, 1.904, -0.073], [3.237, -0.475, -2.836], [3.346, 1.233, -2.752], [1.186, -0.513, -3.077], [0.830, 0.938, -2.613], [0.669, -1.246, -1.333], [0.247, -0.003, -0.322], [2.678, -1.713, -0.058], [2.398, -0.345, 0.972], [4.751, -1.502, -1.391], [5.474, -0.504, 0.048], [6.077, 1.290, -1.350], [5.831, 0.161, -2.798], [7.940, 0.360, -2.418], [7.236, -1.392, -2.436], [7.868, -0.476, -0.755], [0.543, 3.050, 4.157], [-0.263, 2.305, 3.731], [-1.381, 2.202, 4.313], [-2.369, 2.091, 3.231], [-1.569, 1.734, 2.075], [-0.402, 1.931, 2.373], [0.505, 1.679, 1.569], [-3.088, 3.350, 3.039], [-4.356, 3.052, 2.919], [-5.187, 3.963, 3.217], [-4.458, 1.773, 3.206], [-3.422, 1.103, 3.461], [-5.510, 1.138, 2.865], [-1.779, 2.361, -1.913], [-2.416, 1.563, -1.217], [-2.081, 0.409, -1.276], [-2.790, -0.293, -0.206], [-3.641, 0.819, 0.340], [-3.419, 1.871, -0.350], [-4.056, 2.911, -0.157], [-1.900, -0.933, 0.870], [-2.002, -2.187, 0.665], [-1.337, -2.987, 1.310], [-2.888, -2.444, -0.383], [-3.500, -1.426, -0.692], [-2.968, -3.480, -0.972], [-4.063, -5.744, -3.390], [-4.147, -4.913, -3.310], [-3.329, -6.122, -3.598], [-5.526, -5.763, -1.103], [-6.139, -5.103, -1.414], [-4.564, -5.719, -1.527], [-4.880, 5.364, -0.871], [-4.762, 4.382, -0.716], [-5.376, 5.351, -1.714], [-4.430, -2.919, -3.223], [-4.339, -2.467, -4.026], [-3.838, -2.907, -2.340], [-2.112, -6.163, -1.217], [-1.937, -5.055, -1.207], [-2.228, -6.240, -0.228], [1.196, -2.927, 2.205], [1.071, -3.857, 2.500], [0.270, -3.173, 1.903], [-3.803, 1.131, -4.541], [-4.554, 1.807, -4.418], [-3.141, 1.370, -3.858], [-2.800, -2.704, 3.988], [-2.973, -3.656, 4.261], [-1.984, -2.740, 3.397], [0.447, 3.214, -0.567], [-0.368, 2.834, -1.038], [0.546, 2.441, 0.089]]}

=====

What are the relative energy (zero: lowest compared OMol25 entry of this formula, charge and spin) values for these records? In order: 9.8 293.2 kJ/mol.